{"formula": "C23H37N2O2P3Re", "method": "the ωB97M-V functional and the def2-TZVPD basis", "fmax_ev_per_a": 12.84, "lumo_ev": [-13.2140, -16.6121], "charge": 4, "total_energy_ev": -61472.6176, "e_above_lowest_ev": 6.830, "e_homo_ev": [-21.383, -20.740], "gap_ev": [8.169, 4.128], "spin_multiplicity": 4, "species": ["P", "C", "H", "H", "H", "C", "H", "H", "H", "C", "H", "H", "H", "P", "C", "H", "H", "H", "C", "H", "H", "H", "C", "H", "H", "H", "P", "C", "H", "H", "H", "C", "H", "H", "H", "C", "H", "H", "H", "Re", "C", "O", "C", "O", "C", "C", "C", "C", "C", "C", "H", "H", "H", "H", "H", "H", "N", "C", "C", "C", "C", "N", "C", "C", "H", "H", "H", "H"], "coordinates": [[2.63536, -0.64772, -0.19064], [3.43548, -0.92283, 1.47166], [4.53493, -0.95656, 1.35917], [3.13396, -1.88117, 1.91554], [3.21080, -0.12568, 2.19336], [3.37846, -2.17927, -0.92395], [3.39970, -2.17209, -2.02205], [2.83328, -3.08277, -0.60041], [4.42656, -2.29668, -0.58791], [3.83746, 0.67524, -0.69736], [4.86652, 0.27354, -0.68401], [3.81096, 1.52493, 0.00573], [3.65222, 1.08026, -1.70228], [-0.73627, 2.64139, -0.66138], [-0.81100, 3.78050, 0.80986], [-1.33196, 4.71731, 0.53491], [0.19125, 4.06696, 1.15796], [-1.36127, 3.35201, 1.65773], [0.18441, 3.87576, -1.70254], [0.11190, 3.67949, -2.78112], [1.25386, 3.90825, -1.43343], [-0.22081, 4.89294, -1.53896], [-2.50401, 2.93325, -1.15025], [-2.67412, 4.01035, -1.33007], [-3.19208, 2.62620, -0.34436], [-2.80793, 2.39398, -2.05894], [-1.92665, -1.90643, -0.18707], [-2.80180, -2.23409, 1.42543], [-3.37336, -3.17836, 1.35941], [-3.52260, -1.44287, 1.67157], [-2.10975, -2.33919, 2.27095], [-3.50807, -1.90265, -1.16715], [-4.18750, -2.69590, -0.80145], [-3.35502, -2.08818, -2.23882], [-4.04354, -0.94379, -1.06054], [-1.33422, -3.65422, -0.37163], [-2.19537, -4.34781, -0.37949], [-0.69371, -3.94410, 0.47833], [-0.75540, -3.83303, -1.28861], [-0.04268, 0.15250, -0.03964], [1.12408, 1.34789, 1.00699], [1.70077, 2.01712, 1.79445], [-1.64461, 0.60746, 1.01165], [-2.46848, 0.93109, 1.79723], [-1.29463, -0.27900, -3.57330], [-0.64164, -1.49553, -3.50112], [0.74082, -1.54704, -3.36244], [1.47111, -0.39000, -3.56034], [0.83410, 0.84435, -3.63027], [-0.54138, 0.87375, -3.76735], [-2.37099, -0.22554, -3.68032], [-1.18174, -2.41697, -3.63931], [1.22501, -2.51428, -3.30402], [2.53048, -0.43442, -3.74821], [1.43257, 1.73512, -3.77669], [-1.03999, 1.76488, -4.10897], [-0.01547, 0.05700, 7.24717], [-0.00311, 0.00984, 6.01659], [0.04287, -0.16422, 4.70369], [0.36638, -1.37994, 4.08758], [0.41559, -1.56369, 2.72374], [0.11420, -0.41936, 2.06700], [-0.18410, 0.70741, 2.70557], [-0.26627, 1.01127, 4.04343], [0.57138, -2.15822, 4.77542], [0.67557, -2.53889, 2.24887], [-0.45928, 1.75960, 2.46108], [-0.54119, 2.05089, 4.59433]], "mulliken_charge": [1.03, -1.37, 0.59, 0.43, 0.34, -1.27, 0.37, 0.40, 0.52, -1.26, 0.48, 0.42, 0.32, 0.84, -1.34, 0.59, 0.49, 0.37, -1.21, 0.35, 0.43, 0.48, -1.27, 0.48, 0.45, 0.32, 0.97, -1.36, 0.54, 0.52, 0.28, -1.21, 0.47, 0.35, 0.41, -1.29, 0.48, 0.40, 0.34, -0.40, 0.34, -0.22, 0.30, -0.19, -0.44, -0.66, -0.43, -0.61, -0.43, -0.64, 0.57, 0.71, 0.56, 0.69, 0.56, 0.69, -0.28, -1.01, 0.86, -0.34, -1.38, 1.01, 0.84, -1.21, 0.71, 0.43, 0.57, 0.52]}